{
  "formula": "C2H5N5O",
  "method": "ωB97M-V/def2-TZVPD",
  "species": ["C", "C", "H", "H", "H", "H", "H", "N", "N", "N", "N", "N", "O"],
  "coordinates": [[1.1711, 0.8244, 0.6229], [-0.0620, 0.4724, -1.0957], [0.3900, -0.8245, 2.9202], [1.4069, -1.8539, 1.8631], [2.1434, 1.1908, 1.1745], [-2.4348, 0.1189, 0.1818], [-1.8329, -1.5021, -1.2576], [0.5391, -1.2362, 1.8712], [0.3938, -0.0524, 1.0808], [0.9761, 1.1977, -0.5999], [-0.4616, -0.3335, -0.0661], [-1.7413, -0.9786, -0.0008], [-0.5338, 0.6138, -2.2553]],
  "atomic_forces_ev_per_a": [[6.8, 4.0, -1.1], [-1.1, 1.1, -2.7], [0.6, -1.9, -3.2], [-1.0, 1.9, -0.7], [-2.3, -0.8, -0.7], [1.7, -4.6, -1.5], [0.1, 2.8, 4.8], [0.0, 2.0, 4.4], [-5.1, -6.2, 0.4], [1.3, 1.4, 0.3], [-0.5, -1.3, -0.5], [-1.1, 2.9, -2.5], [0.5, -1.2, 3.0]],
  "e_above_lowest_ev": 5.864,
  "charge": 0,
  "e_homo_ev": -9.16,
  "multiplicity": 1,
  "energy_ev": -11646.6803,
  "gap_ev": 9.30
}

---

{
  "formula": "C2H5N5O",
  "method": "ωB97M-V/def2-TZVPD",
  "species": ["C", "C", "H", "H", "H", "H", "H", "N", "N", "N", "N", "N", "O"],
  "coordinates": [[-1.5733, 0.8100, 0.1836], [0.4819, -0.6600, 0.1666], [-1.3966, 0.7387, 1.5102], [-2.5045, -0.0603, -0.1450], [-1.7660, 1.9232, -0.4894], [0.2545, 1.9361, -1.5881], [1.8953, -2.4072, 0.7622], [-0.3991, 0.2962, -0.5207], [0.5489, 1.2501, -0.8151], [1.7623, 0.6871, -0.8840], [1.7846, -0.4136, -0.2807], [-0.0027, -1.6118, 0.8465], [0.9146, -2.4886, 1.2540]],
  "atomic_forces_ev_per_a": [[-2.1, -0.8, -0.3], [-2.4, 0.4, -1.4], [-0.7, 0.8, -4.2], [2.7, 3.1, 1.3], [0.1, -3.3, 2.9], [1.1, -1.6, 1.4], [-3.7, 0.3, 1.5], [0.7, -1.3, 1.9], [0.2, 2.2, -2.1], [0.1, 1.0, -0.2], [-0.2, -0.2, 0.2], [0.0, 1.3, -0.6], [4.4, -1.9, -0.4]],
  "e_above_lowest_ev": 6.410,
  "charge": 0,
  "e_homo_ev": -8.30,
  "multiplicity": 1,
  "energy_ev": -11646.1347,
  "gap_ev": 8.44
}

---

{
  "formula": "C2H5N5O",
  "method": "ωB97M-V/def2-TZVPD",
  "species": ["H", "N", "C", "N", "C", "N", "O", "N", "N", "H", "H", "H", "H"],
  "coordinates": [[-1.9818, -0.2730, -2.1339], [-1.0303, -0.5607, -2.0759], [-0.3896, -0.2591, -1.0321], [0.9043, -0.5630, -0.7776], [1.1985, -0.0787, 0.3599], [2.4523, -0.1194, 0.8530], [0.3817, 0.7640, 0.9486], [-0.7815, 0.6915, -0.0328], [-1.9559, 0.3190, 0.5659], [3.0487, -0.7367, 0.3629], [2.7695, 0.3853, 1.6011], [-2.0070, -0.6201, 0.7331], [-2.6089, 1.0509, 0.6277]],
  "atomic_forces_ev_per_a": [[-0.6, 0.6, 0.3], [0.6, -1.0, 0.2], [0.6, 1.0, -0.8], [0.5, -2.1, -0.8], [2.4, 1.7, 0.1], [-1.2, -1.6, -1.6], [-1.9, -0.6, -0.1], [-2.2, 0.7, 0.7], [2.7, 2.7, -0.9], [0.7, -0.4, -0.3], [0.6, 1.3, 2.0], [-1.2, -2.5, 0.8], [-0.9, 0.2, 0.5]],
  "e_above_lowest_ev": 2.040,
  "charge": 0,
  "e_homo_ev": -8.99,
  "smiles": "[H]/N=c1/nc(N)on1N",
  "multiplicity": 1,
  "energy_ev": -11650.5050,
  "gap_ev": 9.76
}

---

{
  "formula": "C2H5N5O",
  "method": "ωB97M-V/def2-TZVPD",
  "species": ["N", "N", "C", "C", "N", "O", "N", "N", "H", "H", "H", "H", "H"],
  "coordinates": [[-1.7996, -1.0380, -1.0081], [-0.4368, -1.0411, -0.6107], [0.0115, 0.1733, -0.3156], [-0.3601, 1.6062, -0.2951], [0.6463, 2.3089, 0.1837], [1.7484, 1.4516, 0.5436], [1.3344, 0.0188, 0.1587], [1.5545, -0.6747, 1.3497], [-2.4632, -0.4628, -0.3864], [-2.1861, -1.9433, -1.1625], [-1.0902, 2.3267, -0.9232], [2.2712, -1.2862, 1.0223], [0.7696, -1.4394, 1.4436]],
  "atomic_forces_ev_per_a": [[-0.7, 2.1, 1.1], [-1.9, 3.1, 0.1], [-0.1, -3.7, -0.3], [1.2, 2.5, -1.1], [0.4, -2.3, -0.3], [-3.1, 0.1, -1.2], [0.7, 3.8, 0.6], [-2.0, -2.8, -0.1], [1.6, -1.3, -1.2], [0.3, -0.6, 0.2], [1.2, -2.5, 1.9], [1.2, -0.6, 0.5], [1.1, 2.2, -0.2]],
  "e_above_lowest_ev": 5.945,
  "charge": 0,
  "e_homo_ev": -8.35,
  "smiles": "N/N=c1\\cnon1N",
  "multiplicity": 1,
  "energy_ev": -11646.5999,
  "gap_ev": 8.14
}

---

{
  "formula": "C2H5N5O",
  "method": "ωB97M-V/def2-TZVPD",
  "species": ["H", "N", "C", "N", "C", "N", "N", "N", "O", "H", "H", "H", "H"],
  "coordinates": [[-0.0583, -1.3987, -2.6012], [0.7586, -1.0260, -2.0059], [0.4242, -0.3557, -0.9073], [1.2936, 0.2465, -0.1025], [0.5568, 0.5947, 0.9555], [1.2904, 1.1870, 1.9220], [-0.7554, 0.5227, 0.7848], [-0.8852, -0.7315, -0.0948], [-2.0777, -0.4297, -0.8319], [0.6478, 1.6145, 2.6502], [2.2070, 1.3413, 1.7214], [-1.3165, 0.3353, 1.5884], [-2.6594, -1.2793, -0.5176]],
  "atomic_forces_ev_per_a": [[1.3, 0.6, 1.8], [-2.3, 2.0, 0.9], [-0.2, -5.7, -4.0], [-1.1, 0.2, 1.4], [5.1, 1.4, -1.9], [-7.0, -0.3, 2.6], [-1.8, -2.2, 0.5], [0.8, 4.1, -0.7], [-1.3, -4.1, 1.3], [2.4, -0.3, -0.9], [2.8, 0.8, -0.3], [-0.4, 0.1, 0.8], [1.8, 3.2, -1.4]],
  "e_above_lowest_ev": 3.485,
  "charge": 0,
  "e_homo_ev": -8.48,
  "smiles": "[H]/N=c1/nc(N)[nH]n1O",
  "multiplicity": 1,
  "energy_ev": -11649.0593,
  "gap_ev": 8.85
}

---

{
  "formula": "C2H5N5O",
  "method": "ωB97M-V/def2-TZVPD",
  "species": ["H", "N", "C", "N", "C", "N", "N", "N", "O", "H", "H", "H", "H"],
  "coordinates": [[-1.9124, -2.1724, 1.4181], [-1.4949, -1.3011, 1.8354], [-0.8276, -0.5381, 1.1022], [-0.2072, 0.5692, 1.6864], [0.5946, 1.0536, 0.8060], [0.4240, 0.4947, -0.4011], [1.5045, 0.4016, -1.2414], [-0.4678, -0.6430, -0.2956], [-1.5890, -0.4884, -1.0966], [1.2395, 1.9275, 0.8577], [2.4058, 0.1660, -0.7991], [1.5653, 1.2027, -1.8698], [-1.2349, -0.6723, -2.0021]],
  "atomic_forces_ev_per_a": [[0.8, 1.4, 0.1], [-1.3, -1.6, -0.4], [-0.2, -0.2, 0.7], [1.2, 1.0, 0.6], [-1.9, -0.1, 1.0], [0.1, -0.2, -1.8], [0.8, -0.3, -1.0], [1.8, 0.4, 0.9], [0.0, 0.2, -1.4], [0.0, -0.3, 0.4], [-0.8, 0.2, -0.2], [0.0, -0.4, 0.4], [-0.5, 0.0, 1.0]],
  "e_above_lowest_ev": 3.569,
  "charge": 0,
  "e_homo_ev": -8.95,
  "smiles": "[H]/N=c1/ncn(N)n1O",
  "multiplicity": 1,
  "energy_ev": -11648.9761,
  "gap_ev": 9.28
}

---

{
  "formula": "C2H5N5O3S2",
  "method": "ωB97M-V/def2-TZVPD",
  "species": ["C", "C", "N", "N", "N", "N", "N", "O", "O", "O", "S", "S", "H", "H", "H", "H", "H"],
  "coordinates": [[0.2446, -1.2825, -1.1200], [-1.8608, 1.7292, 2.2013], [0.9631, 0.6382, 0.7963], [-0.0361, -2.4537, -1.7319], [-1.0822, 2.6113, 2.3018], [-0.5358, -0.8385, -0.1216], [-0.2956, 0.0801, 0.7987], [1.3795, -0.6011, -1.4125], [2.6549, 1.4097, -0.9304], [0.1854, 1.5890, -1.4478], [-3.0263, 0.6976, 2.4229], [1.3150, 0.9842, -0.7963], [-0.4214, -3.2254, -1.3108], [0.4951, -2.8101, -2.4879], [1.6784, 0.0354, 1.1657], [-0.2130, 2.8016, 1.6746], [-1.4449, -1.3652, -0.0021]],
  "atomic_forces_ev_per_a": [[-1.3, 0.8, 2.5], [-1.2, -1.0, 0.6], [0.0, 0.1, -2.1], [0.7, 0.9, -1.7], [3.6, 1.8, -1.9], [0.6, -3.4, -2.9], [-2.2, 1.4, 2.5], [-0.6, 0.1, 0.1], [0.3, 0.2, -0.2], [1.3, -0.5, 0.8], [-0.4, -0.3, -0.2], [-0.2, 0.2, -0.6], [-1.2, -1.4, 2.0], [0.7, 0.7, -0.9], [0.8, -0.3, 0.2], [-2.3, -0.6, 1.6], [1.4, 1.1, 0.0]],
  "e_above_lowest_ev": 0.035,
  "charge": 0,
  "e_homo_ev": -7.68,
  "multiplicity": 1,
  "energy_ev": -37413.8512,
  "gap_ev": 7.73
}

---

{
  "formula": "C2H5N5S",
  "method": "ωB97M-V/def2-TZVPD",
  "species": ["C", "C", "H", "H", "H", "H", "H", "N", "N", "N", "N", "N", "S"],
  "coordinates": [[-0.4844, -0.2160, 1.2916], [0.0634, 1.0330, -0.4699], [1.8499, -1.0012, -1.3439], [0.3504, -1.6756, -1.8923], [-1.6409, -2.1392, 2.6680], [-1.1645, 2.0805, 1.0613], [0.7240, 1.7970, -2.1787], [0.8675, -0.7737, -1.6869], [0.1397, -0.4218, -0.5968], [0.0415, -1.1178, 0.5609], [-0.3967, 1.0862, 0.8433], [0.4724, 1.9828, -1.2309], [-0.8221, -0.6343, 2.9741]],
  "atomic_forces_ev_per_a": [[0.1, -0.5, 3.4], [1.2, -1.8, -0.5], [-1.3, 0.1, -0.9], [1.7, 0.9, -0.7], [2.0, 3.7, 0.6], [3.3, -4.6, -0.5], [0.2, -0.8, -0.3], [0.7, -3.7, 0.0], [0.3, 4.6, -2.2], [-0.7, 0.6, -0.8], [-3.6, 4.8, 0.3], [-1.6, -0.3, 2.0], [-2.3, -3.0, -0.5]],
  "e_above_lowest_ev": 3.351,
  "charge": 0,
  "e_homo_ev": -8.00,
  "multiplicity": 1,
  "energy_ev": -20436.2570,
  "gap_ev": 7.68
}

---

{
  "formula": "C2H5N6O4",
  "method": "ωB97M-V/def2-TZVPD",
  "species": ["C", "C", "N", "N", "N", "N", "N", "N", "O", "O", "O", "O", "H", "H", "H", "H", "H"],
  "coordinates": [[-0.1292, 0.9433, -0.2999], [-0.6003, -0.9899, -1.9124], [-2.1536, 0.9981, 0.4984], [-0.9226, -0.0325, -0.8853], [-2.1227, 0.0834, -0.3881], [-0.9668, 1.5449, 0.5636], [1.2565, 1.4833, -0.4910], [1.5588, -0.9148, 1.8406], [1.9028, 1.0380, -1.3548], [1.4707, 2.4137, 0.2868], [1.6455, -1.7762, 2.8203], [0.4969, -0.8963, 1.3017], [-0.4541, -0.7365, -2.8908], [0.3832, -1.4989, -1.6523], [-1.4893, -1.7090, -1.8246], [0.7938, -2.1329, 3.1568], [-0.6695, 2.1824, 1.2311]],
  "atomic_forces_ev_per_a": [[-2.3, -0.7, 0.1], [-0.2, -4.1, 2.9], [-1.1, -0.2, 0.3], [3.4, 3.6, -0.1], [-1.4, -0.4, 0.5], [1.6, -2.2, -2.8], [-1.8, 1.5, 2.2], [-0.1, -0.4, -0.2], [1.3, -0.9, -1.4], [0.0, -1.2, -0.9], [0.9, -0.2, 1.2], [-0.4, 0.2, 0.0], [-0.2, 1.9, -2.4], [-1.4, 0.4, 0.2], [1.6, 0.7, -0.4], [-0.2, 0.1, -0.7], [0.3, 1.8, 1.6]],
  "e_above_lowest_ev": 0.000,
  "charge": 1,
  "e_homo_ev": -15.09,
  "multiplicity": 1,
  "energy_ev": -19269.9965,
  "gap_ev": 9.06
}

---

{
  "formula": "C2H5NO",
  "method": "ωB97M-V/def2-TZVPD",
  "species": ["C", "N", "C", "O", "H", "H", "H", "H", "H"],
  "coordinates": [[-1.0102, 0.1154, 0.4311], [0.1567, 0.4135, -0.3761], [1.2664, -0.3620, -0.2960], [1.4247, -1.2465, 0.5224], [-0.8119, 0.2909, 1.4927], [-1.8381, 0.7513, 0.1105], [-1.2928, -0.9343, 0.3075], [0.0855, 1.0813, -1.1268], [2.0197, -0.1096, -1.0653]],
  "atomic_forces_ev_per_a": [[-0.1, 0.0, 0.1], [0.1, -0.1, -0.1], [0.0, 0.0, 0.1], [-0.1, 0.3, -0.3], [0.0, 0.0, -0.2], [0.1, -0.1, 0.1], [0.0, 0.1, 0.1], [0.1, -0.1, 0.1], [0.0, 0.0, 0.1]],
  "e_above_lowest_ev": 0.482,
  "charge": 0,
  "e_homo_ev": -9.90,
  "smiles": "CNC=O",
  "multiplicity": 1,
  "energy_ev": -5692.7472,
  "gap_ev": 10.79
}

---

{
  "formula": "C2H5NO",
  "method": "ωB97M-V/def2-TZVPD",
  "species": ["C", "C", "N", "O", "H", "H", "H", "H", "H"],
  "coordinates": [[0.8388, -0.1817, -0.5290], [-0.2755, -0.7962, 0.0975], [-1.3846, -0.2315, 0.6516], [-0.2359, -2.3939, -0.0502], [1.2060, 0.5075, 0.2329], [1.6699, -0.7135, -0.9101], [0.4944, 0.4802, -1.2877], [-1.6770, 0.7549, 0.5213], [-1.9969, -0.7932, 1.2273]],
  "atomic_forces_ev_per_a": [[0.4, 2.8, 0.8], [-2.6, -10.4, -0.3], [1.4, 0.6, -0.7], [-0.5, 8.7, 1.4], [0.5, 0.3, 0.1], [0.2, -1.3, -0.1], [-0.4, 0.7, -0.9], [0.8, -1.1, 0.2], [0.2, -0.3, -0.5]],
  "e_above_lowest_ev": 3.235,
  "charge": 0,
  "e_homo_ev": -8.81,
  "smiles": "CC(N)=O",
  "multiplicity": 1,
  "energy_ev": -5689.9943,
  "gap_ev": 9.42
}

---

{
  "formula": "C2H5NO",
  "method": "ωB97M-V/def2-TZVPD",
  "species": ["C", "N", "H", "H", "H", "C", "O", "H", "H"],
  "coordinates": [[-0.4062, -1.7888, -1.2011], [0.2776, -1.1930, -0.3195], [-1.0576, -1.2046, -1.7997], [-0.6348, -2.9270, -1.3306], [0.8443, -0.4622, -0.7575], [0.3009, 1.9271, 1.3972], [-0.2371, 2.6845, 2.1465], [0.3031, 0.8485, 1.6373], [0.6098, 2.1156, 0.2276]],
  "atomic_forces_ev_per_a": [[-1.4, -1.4, 0.5], [2.5, -2.3, -0.4], [0.0, 0.6, -2.0], [0.3, 1.7, 1.3], [-1.4, 1.3, 0.6], [-0.8, -1.0, -2.2], [0.6, 0.7, -0.4], [0.6, 0.0, 0.1], [-0.3, 0.3, 2.5]],
  "e_above_lowest_ev": 3.920,
  "charge": 0,
  "e_homo_ev": -9.48,
  "smiles": "C=N.C=O",
  "multiplicity": 1,
  "energy_ev": -5689.3097,
  "gap_ev": 9.94
}

---

Number 1: molar mass 115.1 g/mol. Number 2: molar mass 115.1 g/mol. Number 3: molar mass 115.1 g/mol. Number 4: molar mass 115.1 g/mol. Number 5: molar mass 115.1 g/mol. Number 6: molar mass 115.1 g/mol. Number 7: molar mass 211.2 g/mol. Number 8: molar mass 131.2 g/mol. Number 9: molar mass 177.1 g/mol. Number 10: molar mass 59.1 g/mol. Number 11: molar mass 59.1 g/mol. Number 12: molar mass 59.1 g/mol.